{
  "formula": "C41H36BrGeN5O3RuSSbSe4",
  "method": "wB97M-V/def2-TZVPD",
  "symbols": ["Ru", "Br", "C", "C", "C", "C", "O", "C", "C", "N", "C", "C", "C", "C", "C", "C", "C", "C", "N", "C", "C", "H", "H", "H", "H", "H", "H", "H", "H", "H", "H", "Se", "Sb", "Se", "Se", "Se", "O", "C", "O", "C", "C", "Ge", "C", "C", "C", "C", "C", "C", "C", "C", "C", "C", "C", "C", "C", "C", "C", "C", "C", "C", "H", "H", "H", "H", "H", "H", "H", "H", "H", "H", "H", "H", "H", "H", "H", "H", "H", "H", "H", "C", "C", "C", "N", "N", "C", "N", "S", "H", "H", "H", "H", "H", "H", "H"],
  "coordinates": [[-1.504, 2.840, -0.255], [-0.969, 4.941, 6.930], [-0.883, 4.671, 5.045], [0.135, 5.310, 4.303], [0.233, 5.103, 2.965], [-0.666, 4.232, 2.249], [-0.431, 4.059, 1.018], [-1.719, 3.632, 3.021], [-2.708, 2.737, 2.512], [-2.881, 2.403, 1.273], [-3.778, 1.389, 0.880], [-4.669, 0.728, 1.696], [-5.542, -0.251, 1.176], [-5.531, -0.567, -0.154], [-4.609, 0.071, -1.020], [-4.538, -0.214, -2.412], [-3.629, 0.434, -3.190], [-2.745, 1.362, -2.588], [-2.782, 1.620, -1.302], [-3.724, 1.020, -0.503], [-1.780, 3.864, 4.418], [0.840, 5.956, 4.810], [1.017, 5.559, 2.369], [-3.347, 2.296, 3.279], [-4.713, 0.946, 2.753], [-6.232, -0.745, 1.848], [-6.207, -1.310, -0.559], [-5.220, -0.942, -2.834], [-3.549, 0.249, -4.252], [-1.987, 1.899, -3.149], [-2.558, 3.374, 4.992], [2.463, 6.117, -0.679], [0.269, 5.582, -1.588], [0.301, 3.042, -1.851], [-2.418, 4.831, -1.108], [0.120, 6.463, -3.834], [0.145, -0.214, -1.103], [-0.580, -0.200, -0.082], [-0.969, 0.800, 0.560], [-1.049, -1.567, 0.420], [-1.084, -2.557, -0.735], [0.646, -2.664, -1.654], [2.181, -2.498, -0.429], [2.733, -3.613, 0.198], [3.773, -3.488, 1.111], [4.287, -2.237, 1.407], [3.768, -1.118, 0.773], [2.729, -1.246, -0.136], [0.682, -4.595, -2.228], [0.958, -4.959, -3.545], [0.930, -6.283, -3.962], [0.622, -7.290, -3.061], [0.337, -6.957, -1.745], [0.362, -5.630, -1.345], [1.013, -1.715, -3.312], [2.314, -1.669, -3.800], [2.627, -0.928, -4.933], [1.639, -0.211, -5.587], [0.335, -0.249, -5.113], [0.029, -1.000, -3.990], [-2.022, -1.450, 0.907], [-0.333, -1.894, 1.183], [-1.825, -2.223, -1.468], [-1.374, -3.557, -0.407], [2.362, -4.604, -0.031], [4.179, -4.372, 1.589], [5.090, -2.131, 2.128], [4.163, -0.132, 0.988], [2.337, -0.360, -0.615], [1.201, -4.188, -4.268], [1.147, -6.529, -4.995], [0.597, -8.325, -3.381], [0.090, -7.733, -1.030], [0.121, -5.398, -0.313], [3.104, -2.201, -3.279], [3.649, -0.894, -5.291], [1.886, 0.399, -6.446], [-0.434, 0.339, -5.599], [-0.987, -0.998, -3.613], [1.611, 0.353, 5.454], [2.249, 1.696, 5.114], [2.321, 1.906, 3.630], [1.301, 1.761, 2.863], [1.561, 2.049, 1.551], [2.791, 2.385, 1.344], [3.272, 2.631, 0.086], [3.757, 2.402, 2.788], [1.517, 0.228, 6.534], [2.208, -0.470, 5.059], [0.622, 0.289, 5.005], [3.252, 1.764, 5.541], [1.659, 2.509, 5.548], [2.492, 2.756, -0.566], [3.946, 3.380, 0.025]],
  "mulliken_spin": [0.82, 0.00, 0.00, 0.00, 0.00, -0.01, 0.06, -0.02, 0.02, -0.01, -0.01, 0.00, 0.00, 0.00, 0.00, 0.00, 0.00, -0.01, 0.00, 0.01, 0.00, 0.00, 0.00, -0.01, 0.00, 0.00, 0.00, 0.00, 0.00, 0.00, 0.00, -0.02, -0.01, -0.01, 0.20, 0.01, 0.00, -0.01, -0.01, 0.00, 0.00, 0.00, 0.00, 0.00, 0.00, 0.00, 0.00, 0.00, 0.00, 0.00, 0.00, 0.00, 0.00, 0.00, 0.00, 0.00, 0.00, 0.00, 0.00, 0.00, 0.00, 0.00, 0.00, 0.00, 0.00, 0.00, 0.00, 0.00, 0.00, 0.00, 0.00, 0.00, 0.00, 0.00, 0.00, 0.00, 0.00, 0.00, 0.00, 0.00, 0.00, 0.00, 0.00, 0.00, 0.00, 0.00, 0.00, 0.00, 0.00, 0.00, 0.00, 0.00, 0.00, 0.00],
  "charge": -2,
  "orbital_gap_ev": [5.054, 4.973],
  "spin_multiplicity": 2
}


{
  "formula": "C41H36CrN4O2P2",
  "method": "wB97M-V/def2-TZVPD",
  "symbols": ["Cr", "C", "P", "C", "C", "C", "C", "C", "C", "C", "C", "C", "C", "C", "C", "C", "C", "C", "C", "C", "P", "C", "C", "C", "C", "C", "C", "C", "C", "C", "C", "C", "C", "N", "H", "H", "H", "H", "H", "H", "H", "H", "H", "H", "H", "H", "H", "H", "H", "H", "H", "H", "H", "H", "H", "H", "H", "H", "H", "H", "O", "C", "O", "C", "C", "C", "C", "C", "N", "H", "H", "H", "H", "N", "C", "C", "C", "C", "C", "N", "H", "H", "H", "H", "H", "H"],
  "coordinates": [[0.305, 0.413, -0.370], [1.610, -0.790, -3.096], [1.999, -1.042, -1.305], [3.781, -0.666, -1.275], [4.094, 0.684, -1.109], [5.408, 1.115, -1.187], [6.422, 0.195, -1.415], [6.118, -1.151, -1.563], [4.802, -1.585, -1.497], [1.883, -2.837, -1.079], [2.547, -3.434, -0.008], [2.393, -4.788, 0.243], [1.565, -5.554, -0.565], [0.895, -4.963, -1.626], [1.046, -3.609, -1.883], [0.129, -0.577, -3.191], [-0.786, -0.915, -4.164], [-2.042, -0.421, -3.729], [-1.823, 0.190, -2.512], [-2.756, 1.009, -1.661], [-1.908, 1.409, -0.072], [-2.535, 3.076, 0.393], [-2.221, 3.539, 1.673], [-2.601, 4.804, 2.087], [-3.295, 5.641, 1.225], [-3.608, 5.196, -0.049], [-3.227, 3.926, -0.465], [-2.737, 0.425, 1.233], [-2.010, 0.241, 2.411], [-2.556, -0.453, 3.476], [-3.827, -0.999, 3.368], [-4.551, -0.832, 2.198], [-4.015, -0.112, 1.140], [-0.501, 0.086, -2.168], [1.961, -1.619, -3.713], [2.154, 0.109, -3.401], [3.291, 1.388, -0.913], [5.641, 2.165, -1.069], [7.450, 0.529, -1.471], [6.913, -1.865, -1.735], [4.572, -2.635, -1.623], [3.181, -2.831, 0.631], [2.915, -5.244, 1.075], [1.439, -6.611, -0.365], [0.246, -5.558, -2.256], [0.493, -3.150, -2.693], [-0.584, -1.442, -5.085], [-2.984, -0.481, -4.254], [-3.707, 0.509, -1.485], [-2.972, 1.940, -2.184], [-1.671, 2.902, 2.354], [-2.361, 5.139, 3.089], [-3.583, 6.636, 1.540], [-4.158, 5.835, -0.728], [-3.484, 3.615, -1.467], [-0.990, 0.605, 2.469], [-1.975, -0.595, 4.379], [-4.250, -1.562, 4.190], [-5.536, -1.273, 2.107], [-4.605, 0.019, 0.243], [2.768, 1.443, 2.767], [1.978, 1.513, 1.845], [1.308, 0.524, 1.348], [1.641, 2.831, 1.190], [1.781, 4.029, 1.873], [1.295, 5.189, 1.294], [0.684, 5.100, 0.048], [0.612, 3.866, -0.569], [1.087, 2.746, -0.024], [2.252, 4.016, 2.846], [1.381, 6.141, 1.800], [0.279, 5.978, -0.437], [0.153, 3.757, -1.547], [0.748, -2.172, 2.440], [-0.265, -2.671, 1.695], [-0.893, -3.879, 2.062], [-1.903, -4.379, 1.279], [-2.276, -3.691, 0.126], [-1.599, -2.529, -0.171], [-0.627, -2.006, 0.582], [0.944, -2.572, 3.338], [1.108, -1.244, 2.226], [-0.564, -4.405, 2.950], [-2.399, -5.303, 1.549], [-3.060, -4.055, -0.523], [-1.830, -1.974, -1.078]],
  "mulliken_spin": [3.89, 0.03, -0.05, -0.08, 0.03, 0.01, 0.00, 0.00, 0.00, 0.01, -0.01, 0.00, 0.00, 0.00, 0.00, 0.06, 0.00, 0.01, 0.03, 0.00, 0.09, 0.02, 0.00, 0.00, 0.00, 0.00, 0.00, -0.03, 0.05, 0.01, 0.00, 0.00, 0.00, -0.10, -0.01, 0.00, 0.04, 0.00, 0.00, 0.00, 0.00, 0.00, 0.00, 0.00, 0.00, 0.00, 0.00, 0.00, 0.00, 0.00, 0.00, 0.00, 0.00, 0.00, 0.00, -0.01, 0.00, 0.00, 0.00, 0.00, 0.02, 0.00, -0.09, 0.04, 0.00, 0.00, 0.00, 0.03, -0.02, 0.00, 0.00, 0.00, -0.01, 0.01, 0.00, 0.00, 0.00, 0.00, 0.09, -0.06, 0.00, 0.01, 0.00, 0.00, 0.00, -0.01],
  "orbital_gap_ev": [7.674, 7.605],
  "spin_multiplicity": 5
}


{
  "formula": "C41H36FNO29P2S",
  "method": "wB97M-V/def2-TZVPD",
  "symbols": ["C", "C", "C", "C", "S", "O", "O", "F", "C", "O", "N", "C", "C", "C", "O", "C", "C", "O", "P", "O", "C", "P", "O", "O", "O", "H", "H", "H", "H", "H", "H", "H", "H", "H", "H", "H", "H", "H", "H", "H", "H", "O", "C", "C", "C", "O", "C", "O", "C", "C", "O", "H", "H", "H", "H", "O", "C", "C", "C", "O", "C", "O", "C", "C", "O", "H", "H", "H", "H", "O", "C", "C", "C", "O", "C", "O", "C", "C", "O", "H", "H", "H", "H", "O", "C", "C", "C", "O", "C", "O", "C", "C", "O", "H", "H", "H", "H", "O", "C", "C", "C", "O", "C", "O", "C", "C", "O", "H", "H", "H", "H"],
  "coordinates": [[5.811, 5.954, 1.906], [6.181, 4.910, 1.005], [6.795, 3.648, 0.160], [5.882, 2.287, 0.171], [6.997, 1.101, -0.828], [7.062, 1.738, -2.266], [6.373, -0.304, -1.012], [8.624, 1.083, -0.256], [4.448, 2.515, -0.590], [4.076, 2.264, -1.855], [3.552, 3.058, 0.543], [3.650, 2.074, 1.729], [2.715, 0.729, 1.712], [1.111, 0.976, 1.932], [0.513, 2.028, 1.097], [0.255, 3.267, 1.846], [0.902, 4.748, 1.416], [-0.527, 3.312, 2.961], [3.668, 3.045, 3.419], [2.345, 2.856, 4.261], [5.282, 1.722, 1.608], [5.924, 0.072, 2.319], [5.294, -1.230, 1.678], [5.446, 0.073, 4.031], [7.655, -0.107, 2.312], [5.627, 6.663, 2.847], [6.847, 4.002, -0.978], [7.929, 3.448, 0.469], [2.645, 3.068, 0.030], [3.056, 0.007, 2.600], [2.985, 0.135, 0.718], [0.576, -0.040, 1.605], [0.832, 1.088, 3.087], [1.283, 4.759, 0.293], [0.088, 5.583, 1.505], [1.780, 5.060, 2.162], [3.786, 4.487, 3.165], [4.762, 2.597, 4.291], [5.768, 2.509, 2.362], [6.282, 0.133, 4.581], [8.075, 0.804, 2.309], [-1.591, 4.443, -0.972], [-2.305, 3.547, -1.410], [-2.867, 2.498, -0.545], [-3.627, 1.527, -1.055], [-4.160, 0.540, -0.248], [-3.929, 1.467, -2.512], [-4.615, 0.552, -2.954], [-3.387, 2.530, -3.373], [-2.630, 3.503, -2.862], [-2.120, 4.506, -3.665], [-2.637, 2.553, 0.512], [-4.669, -0.044, -0.851], [-3.630, 2.484, -4.427], [-1.606, 5.086, -3.062], [3.184, -7.033, 2.310], [2.791, -5.872, 2.328], [2.837, -5.009, 1.138], [2.417, -3.744, 1.196], [2.455, -2.928, 0.080], [1.892, -3.160, 2.461], [1.531, -1.989, 2.488], [1.824, -4.030, 3.645], [2.240, -5.297, 3.586], [2.177, -6.121, 4.695], [3.223, -5.445, 0.225], [2.100, -2.062, 0.378], [1.423, -3.598, 4.553], [2.537, -6.985, 4.398], [9.160, -0.229, -2.688], [9.211, -1.334, -3.216], [10.483, -2.038, -3.442], [10.506, -3.233, -4.035], [11.698, -3.902, -4.247], [9.252, -3.894, -4.491], [9.307, -4.984, -5.050], [7.978, -3.201, -4.244], [7.955, -2.008, -3.648], [6.761, -1.352, -3.411], [11.387, -1.546, -3.107], [11.450, -4.742, -4.692], [7.073, -3.701, -4.565], [7.010, -0.509, -2.971], [-7.537, 2.232, -4.901], [-8.368, 1.659, -4.206], [-8.006, 0.573, -3.282], [-8.938, -0.042, -2.551], [-8.604, -1.061, -1.679], [-10.373, 0.344, -2.646], [-11.210, -0.251, -1.975], [-10.733, 1.446, -3.551], [-9.800, 2.063, -4.279], [-10.130, 3.102, -5.131], [-6.959, 0.301, -3.225], [-9.451, -1.343, -1.270], [-11.777, 1.729, -3.597], [-9.284, 3.379, -5.544], [-10.862, -3.290, -0.088], [-11.087, -3.286, 1.118], [-10.591, -4.343, 2.013], [-10.868, -4.317, 3.318], [-10.403, -5.306, 4.165], [-11.687, -3.226, 3.913], [-11.940, -3.240, 5.113], [-12.162, -2.156, 3.023], [-11.883, -2.180, 1.718], [-12.324, -1.176, 0.876], [-9.999, -5.132, 1.566], [-10.737, -5.065, 5.056], [-12.742, -1.360, 3.472], [-11.995, -1.421, -0.017]],
  "mulliken_charge": [-0.72, -0.13, -0.45, 0.94, 1.38, -0.54, -0.48, -0.35, -0.41, -0.54, -0.02, 0.88, -0.05, -0.62, -0.31, 0.91, -0.86, -0.60, 0.54, -0.65, -1.27, 0.73, -0.51, -0.56, -0.47, 0.35, 0.52, 0.45, 0.28, 0.21, 0.13, 0.25, 0.33, 0.26, 0.35, 0.12, 0.01, 0.05, 0.17, 0.32, 0.35, -0.62, 0.93, -0.85, 0.36, -0.58, 0.87, -0.63, -0.89, 0.35, -0.58, 0.49, 0.34, 0.46, 0.34, -0.61, 0.89, -0.71, 0.33, -0.67, 0.85, -0.38, -1.04, 0.38, -0.58, 0.43, 0.30, 0.46, 0.35, -0.45, 0.86, -0.96, 0.35, -0.57, 0.96, -0.62, -0.75, 0.30, -0.62, 0.42, 0.35, 0.44, 0.27, -0.62, 0.87, -0.84, 0.37, -0.55, 0.83, -0.55, -0.92, 0.31, -0.57, 0.57, 0.29, 0.44, 0.35, -0.62, 1.00, -0.98, 0.38, -0.56, 0.91, -0.61, -0.77, 0.34, -0.55, 0.42, 0.35, 0.43, 0.28],
  "smiles": "C#CC[C@]1(S(=O)(=O)F)C(=O)N[C@](CCOC(C)=O)([PH2]=O)[C@H]1P(=O)(O)O.O=C1C=C(O)C(=O)C=C1O.O=C1C=C(O)C(=O)C=C1O.O=C1C=C(O)C(=O)C=C1O.O=C1C=C(O)C(=O)C=C1O.O=C1C=C(O)C(=O)C=C1O",
  "orbital_gap_ev": 7.528
}